A structure of composition C8H12IO6Ti at a distorted geometry. Source: the Open Molecules 2025 dataset; level of theory: ωB97M-V with the def2-TZVPD basis set.

CARTESIAN COORDINATES (ANGSTROEM)
Ti 2.517 1.950 0.676
I 3.016 2.329 -2.077
C -3.350 2.396 3.650
C -2.549 1.343 2.807
C -2.546 1.483 1.319
O -1.210 1.788 0.935
C -0.407 1.905 2.073
O 0.725 2.398 1.987
O -1.211 1.549 3.184
H -3.289 2.151 4.710
H -4.419 2.363 3.437
H -3.030 3.412 3.422
H -2.983 0.378 3.066
H -3.350 2.123 0.955
H -2.765 0.553 0.795
C 2.222 -1.661 -3.921
C 1.399 -2.157 -2.697
C 1.968 -3.351 -1.904
O 2.224 -2.781 -0.580
C 1.901 -1.466 -0.505
O 2.110 -0.743 0.468
O 1.397 -1.065 -1.732
H 2.077 -2.323 -4.774
H 3.294 -1.543 -3.764
H 1.804 -0.707 -4.244
H 0.381 -2.448 -2.955
H 2.832 -3.714 -2.461
H 1.240 -4.162 -1.871

expectation value of S²	6.00
spin multiplicity	5
electronic energy	-1910.31724	Ha
total charge	+1
gap between HOMO and LUMO (alpha / beta)	6.97 / 6.77	eV
E_HOMO (alpha / beta)	-9.40 / -13.91	eV

Here are the natural (NBO) charges for atoms 1 to 2, given in e: 0.81, 0.13

The ion C8H12N with charge +1 at a distorted geometry. Source: the Open Molecules 2025 dataset; level of theory: ωB97M-V with the def2-TZVPD basis set.

CARTESIAN COORDINATES (ANGSTROEM)
C -1.345 -2.738 -0.479
C -1.031 -1.681 -0.052
C 2.344 -0.082 1.047
C 0.520 -0.446 -1.903
C 2.126 -0.208 -0.222
C -1.106 2.151 0.675
C -1.553 0.687 0.362
C -0.604 -0.351 0.373
N 0.845 -0.339 -0.693
H -1.455 -3.748 -0.629
H 3.251 -0.033 1.657
H 1.464 0.297 1.566
H -0.447 -0.704 -2.332
H 1.381 -0.453 -2.617
H 2.996 -0.449 -0.843
H -0.823 2.430 1.696
H -0.307 2.303 -0.068
H -2.009 2.816 0.727
H -2.029 0.671 -0.650
H -2.178 0.428 1.157
H -0.040 -0.551 1.224

SMILES string	C#C[C@H](CC)[N+](=C)C=C
electronic energy	-366.33815	Ha
total charge	+1
ΔE to the lowest compared entry with this formula, charge and spin	73.2	kcal per mole
gap between HOMO and LUMO	9.81	eV
E_HOMO	-14.46	eV

Here are the natural (NBO) charges for atoms 1 to 2, given in e: -0.10, -0.10

A cluster of 2 separate species, C8H12N2O2S in total at a distorted geometry. Source: the Open Molecules 2025 dataset; level of theory: ωB97M-V with the def2-TZVPD basis set.

CARTESIAN COORDINATES (ANGSTROEM)
C -0.567 2.706 1.876
C 1.441 1.483 1.194
C -1.384 1.604 1.664
C 0.692 0.317 1.069
C 0.817 2.655 1.600
C -0.691 0.453 1.215
C 0.041 -1.972 -1.818
C -1.453 -2.150 -2.159
N 1.575 3.796 1.887
N -2.102 -3.203 -1.367
O -0.709 -2.180 1.796
O -1.489 -3.731 -0.455
S -1.691 -1.052 0.977
H -0.913 3.559 2.419
H 2.469 1.484 0.952
H -2.372 1.643 1.957
H 1.070 -0.771 0.781
H 0.648 -2.880 -2.184
H 0.463 -1.168 -2.290
H 0.158 -1.820 -0.681
H -1.953 -1.151 -1.955
H -1.612 -2.374 -3.225
H 1.288 4.428 2.545
H 2.604 3.735 1.914
H -1.173 -2.994 1.758

SMILES string	Nc1ccc(SO)cc1.CCN=O
electronic energy	-970.06820	Ha
total charge	0
ΔE to the lowest compared entry with this formula, charge and spin	112.7	kcal per mole
gap between HOMO and LUMO	7.70	eV
E_HOMO	-7.58	eV

Here are the natural (NBO) charges for atoms 1 to 2, given in e: -0.25, -0.27

A cluster of 2 separate species, C8H12N2O3 in total at a distorted geometry. Source: the Open Molecules 2025 dataset; level of theory: ωB97M-V with the def2-TZVPD basis set.

CARTESIAN COORDINATES (ANGSTROEM)
C -0.532 1.627 1.333
C -1.289 1.375 0.118
C 0.473 0.787 1.728
C 3.146 2.677 -0.023
C -0.614 1.043 -0.977
C 0.654 -0.663 -0.179
C -1.368 -1.575 0.906
C -0.752 -2.278 -1.278
N 1.121 -0.090 0.891
N -0.520 -1.366 -0.184
O 2.829 1.790 -0.725
O 3.427 3.576 0.648
O 1.477 -0.821 -1.219
H -0.910 2.531 1.746
H -2.328 1.012 0.236
H 1.098 0.793 2.717
H -1.211 0.597 -1.850
H 0.198 1.474 -1.392
H -2.443 -1.764 0.583
H -0.985 -2.511 1.413
H -1.280 -0.643 1.459
H -1.520 -2.984 -0.909
H -0.884 -1.758 -2.235
H 0.157 -2.855 -1.505
H 2.055 0.026 -1.303

SMILES string	C=C/C=C\N=C(\O)N(C)C.O=C=O
electronic energy	-647.14966	Ha
total charge	0
ΔE to the lowest compared entry with this formula, charge and spin	75.1	kcal per mole
gap between HOMO and LUMO	7.90	eV
E_HOMO	-7.35	eV

Here are the natural (NBO) charges for atoms 1 to 2, given in e: -0.42, -0.19

A structure of composition C8H12N3 at a distorted geometry. Source: the Open Molecules 2025 dataset; level of theory: ωB97M-V with the def2-TZVPD basis set.

CARTESIAN COORDINATES (ANGSTROEM)
C 2.507 -1.245 -0.372
C 2.677 0.157 -0.507
C 1.313 -1.758 0.022
C 1.689 0.981 -0.122
C 0.214 -0.841 0.477
C 0.432 0.573 0.248
C -1.095 -1.530 0.814
C -1.561 -1.162 -0.460
N -0.735 1.202 0.495
N -2.609 -0.401 -0.590
N -0.756 2.679 0.387
H 3.373 -1.850 -0.617
H 3.571 0.547 -0.873
H 1.318 -2.784 0.329
H 1.790 1.989 -0.332
H -0.740 -2.619 0.930
H -1.599 -1.060 1.619
H -1.034 -1.494 -1.382
H -2.869 -0.113 -1.491
H -3.143 -0.255 0.242
H -1.847 2.765 0.704
H -0.679 2.932 -0.580
H -0.216 3.286 1.063

electronic energy	-475.93058	Ha
total charge	+1
ΔE to the lowest compared entry with this formula, charge and spin	94.1	kcal per mole
gap between HOMO and LUMO	7.40	eV
E_HOMO	-10.85	eV

Here are the natural (NBO) charges for atoms 1 to 2, given in e: -0.25, -0.11

A cluster of 2 separate species, C8H12N4 in total. Source: the Open Molecules 2025 dataset; level of theory: ωB97M-V with the def2-TZVPD basis set.

CARTESIAN COORDINATES (ANGSTROEM)
N -1.929 0.203 0.727
C -2.994 0.013 1.489
C -3.391 1.892 0.402
C -2.163 1.375 0.041
N -3.905 1.012 1.324
C -1.171 1.923 -0.930
H -3.156 -0.822 2.171
H -3.929 2.787 0.090
H -4.807 1.092 1.800
H -1.543 2.863 -1.371
H -0.991 1.200 -1.743
H -0.213 2.128 -0.423
N 2.299 -2.107 -1.326
C 1.007 -1.900 -1.127
C 2.026 -0.713 0.430
C 2.949 -1.370 -0.359
N 0.796 -1.062 -0.074
C 4.439 -1.351 -0.262
H 0.191 -2.328 -1.709
H 2.137 -0.045 1.283
H -0.113 -0.751 0.277
H 4.761 -0.706 0.573
H 4.878 -0.963 -1.196
H 4.824 -2.369 -0.088

SMILES string	Cc1c[nH]cn1.Cc1c[nH]cn1
electronic energy	-531.08453	Ha
total charge	0
ΔE to the lowest compared entry with this formula, charge and spin	0.1	kcal per mole
gap between HOMO and LUMO	8.59	eV
E_HOMO	-8.00	eV

Here are the natural (NBO) charges for atoms 1 to 2, given in e: -0.51, 0.18

The molecule C8H12N4O3 at a distorted geometry. Source: the Open Molecules 2025 dataset; level of theory: ωB97M-V with the def2-TZVPD basis set.

CARTESIAN COORDINATES (ANGSTROEM)
C 0.347 2.874 -0.307
C 2.340 2.107 -0.266
C 1.217 3.738 -0.898
C 0.495 0.748 0.654
C 0.851 -1.214 -0.557
C -1.191 0.314 -0.958
C -1.050 -1.229 0.979
C -0.231 -0.321 0.014
N 2.509 3.227 -0.826
N 1.219 0.384 2.237
N 1.070 1.813 0.080
N 0.904 4.940 -1.492
O -0.210 5.279 -1.564
O 1.874 5.574 -1.862
O 2.085 1.341 2.631
H -0.680 2.774 -0.524
H 2.999 1.274 -0.266
H 0.344 -1.960 -1.200
H 1.419 -0.622 -1.324
H 1.369 -1.769 0.283
H -1.692 -0.465 -1.603
H -1.991 0.825 -0.359
H -0.747 0.967 -1.718
H -1.812 -1.611 0.215
H -0.358 -2.037 1.281
H -1.480 -0.694 1.748
H 2.221 1.180 3.529

SMILES string	CC(C)(C)/C(=N/O)n1cnc([N+](=O)[O-])c1
electronic energy	-756.45919	Ha
total charge	0
ΔE to the lowest compared entry with this formula, charge and spin	240.2	kcal per mole
gap between HOMO and LUMO (alpha / beta)	9.04 / 8.74	eV
E_HOMO (alpha / beta)	-9.48 / -8.81	eV

Here are the natural (NBO) charges for atoms 1 to 2, given in e: -0.02, 0.22

The molecule C8H12N4OS. Source: the Open Molecules 2025 dataset; level of theory: ωB97M-V with the def2-TZVPD basis set.

CARTESIAN COORDINATES (ANGSTROEM)
C 2.095 -1.295 0.799
C 0.726 -1.273 0.202
N 0.315 -0.117 -0.319
C -0.896 -0.091 -0.863
N -1.745 -1.104 -0.920
C -1.354 -2.259 -0.404
C -0.090 -2.395 0.172
H 0.236 -3.333 0.589
C -2.318 -3.396 -0.469
H -3.247 -3.058 -0.917
H -2.512 -3.781 0.530
H -1.900 -4.204 -1.067
S -1.487 1.383 -1.586
C -0.013 2.468 -1.583
C 0.156 3.210 -0.265
O -0.167 4.368 -0.099
N 0.726 2.452 0.690
N 0.819 2.898 2.025
H 0.137 3.649 2.142
H 1.741 3.311 2.177
H 0.792 1.441 0.539
H -0.195 3.189 -2.377
H 0.852 1.848 -1.807
H 2.386 -0.298 1.119
H 2.810 -1.636 0.050
H 2.132 -1.978 1.643

SMILES string	Cc1cc(C)nc(SCC(=O)NN)n1
electronic energy	-1004.51110	Ha
total charge	0
ΔE to the lowest compared entry with this formula, charge and spin	0.0	kcal per mole
gap between HOMO and LUMO	9.49	eV
E_HOMO	-8.83	eV

Here are the natural (NBO) charges for atoms 1 to 2, given in e: -0.65, 0.29

The ion C8H12N5 with charge +1 at a distorted geometry. Source: the Open Molecules 2025 dataset; level of theory: ωB97M-V with the def2-TZVPD basis set.

CARTESIAN COORDINATES (ANGSTROEM)
C -0.650 0.262 0.279
C 0.002 1.498 0.059
C -1.997 0.570 0.092
C -2.589 -1.609 -0.057
C 1.372 1.643 0.483
C 2.365 0.637 -0.247
C 2.232 -0.913 -0.065
C -0.154 -1.196 0.465
N -2.198 1.834 -0.279
N -0.939 2.406 -0.263
N -3.015 -0.372 -0.001
N 1.000 -1.530 -0.481
N -1.306 -2.002 0.071
H -3.208 -2.525 -0.120
H 1.843 2.737 0.242
H 1.330 1.624 1.568
H 2.290 0.855 -1.370
H 3.367 0.834 0.003
H 2.984 -1.454 -0.742
H 2.527 -1.198 1.016
H 0.059 -1.462 1.589
H -0.906 3.350 -0.508
H -3.947 0.051 -0.017
H 0.567 -1.147 -1.269
H -1.028 -2.895 -0.447

SMILES string	C1=[NH+][C@H]2NCCCc3[nH]nc(c32)N1
electronic energy	-585.53820	Ha
total charge	+1
ΔE to the lowest compared entry with this formula, charge and spin	25.8	kcal per mole
gap between HOMO and LUMO	9.07	eV
E_HOMO	-12.73	eV

Here are the natural (NBO) charges for atoms 1 to 2, given in e: -0.22, 0.22

A structure of composition C8H12N5 at a distorted geometry. Source: the Open Molecules 2025 dataset; level of theory: ωB97M-V with the def2-TZVPD basis set.

CARTESIAN COORDINATES (ANGSTROEM)
C -3.063 -0.855 0.097
C -0.804 -0.666 0.067
C -4.331 -0.305 0.061
C -3.475 1.759 -0.054
C -2.209 1.402 0.139
C 1.192 0.848 -0.167
C 1.255 -1.215 -1.102
C 1.387 -1.041 1.208
N -2.738 -2.115 -0.031
N -1.607 -2.464 -0.058
N -4.558 0.931 -0.058
N -1.916 0.019 0.158
N 0.626 -0.500 0.026
H -5.286 -0.839 0.046
H -3.598 2.779 -0.122
H -1.514 2.204 0.263
H 1.187 1.528 0.794
H 2.182 0.816 -0.452
H 0.563 1.460 -0.978
H 0.958 -2.217 -1.156
H 0.746 -0.924 -1.958
H 2.396 -1.172 -1.209
H 1.441 -2.076 1.241
H 2.424 -0.591 1.381
H 0.738 -0.800 2.202

electronic energy	-585.33477	Ha
total charge	+1
ΔE to the lowest compared entry with this formula, charge and spin	153.4	kcal per mole
gap between HOMO and LUMO (alpha / beta)	8.50 / 8.50	eV
E_HOMO (alpha / beta)	-12.18 / -12.18	eV

Here are the natural (NBO) charges for atoms 1 to 2, given in e: 0.13, 0.27